[1]
Molecular formula: C13H10IrN2O4S
Method: DFT, ωB97M-V with the def2-TZVPD basis set

Geometry (Å):
1 Ir 0.142 -0.322 0.165
2 C 1.989 0.045 0.611
3 O 3.108 0.266 0.802
4 C 0.107 -2.196 0.649
5 O 0.109 -3.307 0.970
6 C 0.572 -0.591 -1.753
7 O 0.900 -0.790 -2.841
8 C -0.873 0.354 1.710
9 O -1.510 0.755 2.583
10 C -2.107 0.434 -0.890
11 H -2.440 1.236 -0.224
12 H -1.938 0.711 -1.933
13 C -2.138 -0.893 -0.511
14 H -1.991 -1.690 -1.248
15 H -2.598 -1.205 0.433
16 N -0.110 2.701 -2.047
17 C 0.232 3.072 -0.800
18 N 0.491 2.269 0.210
19 C 0.944 2.974 1.319
20 C 1.377 2.459 2.549
21 C 1.923 3.318 3.500
22 C 2.016 4.693 3.257
23 C 1.552 5.234 2.049
24 C 1.018 4.376 1.096
25 S 0.426 4.792 -0.502
26 H -0.338 3.435 -2.705
27 H -0.184 1.728 -2.312
28 H 1.295 1.392 2.741
29 H 2.282 2.908 4.445
30 H 2.450 5.348 4.011
31 H 1.601 6.299 1.826

Properties
gap between HOMO and LUMO (spin up / spin down): 0.176 / 0.193 Ha
ΔE to the lowest compared entry with this formula, charge and spin: 0.0 kcal per mole
E_HOMO (spin up / spin down): -16.29 / -20.95 eV
strongest force on any atom: 5.36 eV Å⁻¹
spin multiplicity: 5
net charge: +3
LUMO level (spin up / spin down): -0.42265 / -0.57645 Ha
total energy: -1413.10777 hartree
expectation value of S²: 6.04

***

[2]
Molecular formula: C13H10N2O
Method: DFT, ωB97M-V with the def2-TZVPD basis set

Geometry (Å):
1 O 2.631 -1.580 -1.550
2 C 1.603 -1.143 -1.026
3 C 1.120 0.264 -0.875
4 C 0.170 0.628 -0.263
5 C -0.060 2.010 -0.280
6 C -1.381 2.371 0.028
7 C -1.554 3.699 0.253
8 C -0.731 4.610 0.101
9 N 0.538 4.178 0.086
10 C 0.874 2.996 0.005
11 C 0.923 -2.243 -0.321
12 C 1.392 -3.064 0.792
13 C 0.362 -3.856 1.378
14 N -0.760 -4.191 1.199
15 C -1.301 -3.537 -0.024
16 C -0.581 -2.652 -0.477
17 H 2.006 0.742 -1.252
18 H -0.586 -0.135 0.093
19 H -2.362 1.712 0.021
20 H -2.634 4.171 0.028
21 H -0.929 5.589 0.244
22 H 1.715 2.597 0.141
23 H 2.305 -2.814 1.019
24 H 0.623 -4.559 2.073
25 H -2.276 -3.768 -0.004
26 H -1.106 -2.023 -1.389

Properties
gap between HOMO and LUMO: 0.318 Ha
structure (SMILES): O=C(/C=C/c1cccnc1)c1ccncc1
E_HOMO: -9.30 eV
strongest force on any atom: 15.53 eV Å⁻¹
net charge: 0
LUMO level: -0.02375 Ha
total energy: -685.77319 hartree

***

[3]
Molecular formula: C13H10OS
Method: DFT, ωB97M-V with the def2-TZVPD basis set

Geometry (Å):
1 O 1.711 -1.008 -2.880
2 C 1.362 -1.166 -1.765
3 C 1.185 -2.224 -0.791
4 C 0.521 -0.816 -0.569
5 C 0.879 0.118 0.442
6 C 0.454 0.002 1.759
7 C 0.828 0.963 2.716
8 C 1.693 1.965 2.299
9 C 2.401 1.923 1.065
10 C 1.917 1.031 0.103
11 C -1.316 -0.679 -0.854
12 C -2.071 0.444 -0.760
13 C -3.384 0.273 -1.226
14 C -3.683 -0.952 -1.666
15 S -2.226 -1.947 -1.630
16 H 0.406 -3.019 -1.180
17 H 1.893 -2.466 -0.029
18 H -0.161 -0.746 1.951
19 H 0.353 0.802 3.626
20 H 1.980 2.759 2.998
21 H 3.166 2.734 1.004
22 H 2.374 1.163 -0.831
23 H -1.680 1.409 -0.366
24 H -4.166 0.904 -1.305
25 H -4.435 -1.467 -2.112

Properties
gap between HOMO and LUMO: 0.336 Ha
ΔE to the lowest compared entry with this formula, charge and spin: 48.2 kcal per mole
structure (SMILES): O=C1C[C@]1(c1ccccc1)c1cccs1
E_HOMO: -8.86 eV
strongest force on any atom: 5.69 eV Å⁻¹
net charge: 0
LUMO level: 0.01062 Ha
total energy: -974.64215 hartree

***

[4]
Molecular formula: C13H11Br3F2
Method: DFT, ωB97M-V with the def2-TZVPD basis set

Geometry (Å):
1 F -0.107 -1.009 1.130
2 C 0.260 -1.737 2.183
3 C 0.296 -3.151 2.052
4 C 0.778 -3.908 3.113
5 C 1.260 -3.201 4.249
6 C 1.238 -1.813 4.328
7 C 0.833 -1.058 3.238
8 H -0.303 -3.620 1.237
9 H 0.725 -4.973 3.110
10 H 1.493 -3.736 5.212
11 H 1.423 -1.307 5.270
12 H 0.574 -0.014 3.302
13 F 0.334 1.162 -2.097
14 C -0.587 2.151 -2.028
15 C -0.339 3.341 -2.748
16 C -1.210 4.436 -2.577
17 C -2.405 4.264 -1.779
18 C -2.630 3.068 -1.118
19 C -1.729 1.987 -1.264
20 H 0.495 3.465 -3.368
21 H -1.112 5.178 -3.330
22 H -3.157 4.995 -1.811
23 H -3.610 2.893 -0.677
24 H -1.941 0.974 -0.888
25 C 1.799 -1.611 -2.926
26 Br 3.368 -0.470 -2.885
27 Br 1.845 -2.959 -1.526
28 Br 1.473 -2.324 -4.725
29 H 0.935 -1.023 -2.677

Properties
gap between HOMO and LUMO: 0.340 Ha
ΔE to the lowest compared entry with this formula, charge and spin: 15.5 kcal per mole
E_HOMO: -9.18 eV
strongest force on any atom: 3.17 eV Å⁻¹
net charge: 0
LUMO level: 0.00241 Ha
total energy: -8423.69620 hartree

***

[5]
Molecular formula: C13H11BrN6O5
Method: DFT, ωB97M-V with the def2-TZVPD basis set

Geometry (Å):
1 O -1.730 2.870 -3.084
2 N -1.278 1.736 -2.810
3 O -2.024 0.755 -2.602
4 C 0.157 1.541 -2.734
5 C 1.021 2.656 -2.908
6 C 2.405 2.465 -2.915
7 N 3.306 3.591 -3.086
8 O 4.540 3.424 -3.100
9 O 2.771 4.715 -3.217
10 C 2.916 1.098 -2.809
11 N 4.137 0.608 -3.135
12 O 4.014 -0.754 -2.978
13 N 2.720 -1.160 -2.527
14 C 2.028 0.020 -2.525
15 C 0.640 0.248 -2.483
16 H 0.603 3.654 -3.049
17 H -0.008 -0.602 -2.309
18 C -2.998 -2.415 3.660
19 N -1.760 -1.679 3.505
20 C -0.978 -1.534 4.718
21 C -1.291 -1.336 2.258
22 C -1.451 -2.192 1.146
23 C -0.926 -1.791 -0.080
24 N -0.317 -0.622 -0.246
25 C -0.198 0.237 0.765
26 C -0.665 -0.068 2.050
27 Br -0.657 1.307 3.386
28 H -3.518 -2.477 2.698
29 H -2.815 -3.431 4.042
30 H -3.651 -1.910 4.387
31 H 0.015 -1.140 4.489
32 H -1.485 -0.876 5.435
33 H -0.875 -2.521 5.200
34 H -1.930 -3.168 1.245
35 H -1.000 -2.441 -0.955
36 H 0.281 1.193 0.570

Properties
gap between HOMO and LUMO: 0.240 Ha
structure (SMILES): O=[N+]([O-])c1cc([N+](=O)[O-])c2nonc2c1.CN(C)c1ccncc1Br
E_HOMO: -8.77 eV
strongest force on any atom: 3.15 eV Å⁻¹
net charge: 0
LUMO level: -0.08247 Ha
total energy: -3780.40322 hartree

***

[6]
Molecular formula: C13H11Cl3IrN3O2Si
Method: DFT, ωB97M-V with the def2-TZVPD basis set

Geometry (Å):
1 Ir -0.829 -1.004 -0.366
2 O 2.483 2.932 -0.366
3 C 3.350 1.898 -0.366
4 C 4.730 2.157 -0.365
5 C 5.648 1.107 -0.365
6 C 5.199 -0.212 -0.365
7 C 3.830 -0.486 -0.365
8 C 2.883 0.558 -0.366
9 C 1.431 0.215 -0.366
10 O 1.059 -1.044 -0.366
11 N 0.494 1.196 -0.366
12 N -0.825 0.781 -0.366
13 C -2.035 1.242 -0.366
14 C -3.153 0.111 -0.366
15 C -4.604 0.398 -0.366
16 C -5.469 -0.639 -0.366
17 C -4.967 -2.048 -0.366
18 C -3.642 -2.278 -0.366
19 N -2.783 -1.047 -0.366
20 H 2.776 3.855 -0.366
21 H 5.094 3.177 -0.365
22 H 6.710 1.317 -0.365
23 H 5.913 -1.025 -0.365
24 H 3.515 -1.522 -0.365
25 H -2.249 2.302 -0.366
26 H -4.966 1.421 -0.366
27 H -6.538 -0.452 -0.366
28 H -5.668 -2.876 -0.366
29 H -3.245 -3.289 -0.366
30 Cl -1.629 0.690 2.951
31 Si -0.829 -1.004 2.117
32 Cl 1.038 -1.157 2.951
33 Cl -1.895 -2.543 2.951
34 H -0.829 -2.728 -0.366

Properties
gap between HOMO and LUMO (spin up / spin down): 0.186 / 0.176 Ha
E_HOMO (spin up / spin down): -8.74 / -12.26 eV
strongest force on any atom: 12.85 eV Å⁻¹
spin multiplicity: 6
net charge: +1
LUMO level (spin up / spin down): -0.13488 / -0.27477 Ha
total energy: -2590.69146 hartree
expectation value of S²: 8.78